{"formula": "C4H10O", "method": "the ωB97M-V functional and the def2-TZVPD basis", "homo_energy_ev": -10.212, "e_tot_ev": -6357.6634, "smiles": "CC[C@@H](C)O", "largest_force_ev_per_a": 0.4, "de_lowest_ev": 0.139, "gap_ha": 0.4137, "lumo_ev": 1.05, "symbols": ["O", "H", "C", "H", "H", "H", "H", "H", "H", "H", "C", "H", "C", "C", "H"], "coordinates": [[-0.40860, 1.29114, 0.91946], [0.59052, -1.38770, -0.76384], [0.66912, -0.60659, 0.00395], [-0.38374, 0.90015, -1.11499], [2.19131, 0.52253, -1.06692], [-1.94291, -1.02345, -1.00216], [-2.66729, 0.37603, -0.20235], [2.84152, -0.64356, 0.09481], [-1.95675, -0.92946, 0.77559], [-1.29243, 1.63791, 1.08835], [2.03291, 0.07436, -0.07865], [0.55373, -1.09632, 0.97996], [-0.49639, 0.36394, -0.15587], [-1.84341, -0.34781, -0.14637], [2.11241, 0.86882, 0.66904]], "nbo_charge": [-0.73, 0.20, -0.41, 0.15, 0.20, 0.22, 0.20, 0.21, 0.21, 0.47, -0.61, 0.20, 0.10, -0.63, 0.22]}

***

{"formula": "C4H10O", "method": "the ωB97M-V functional and the def2-TZVPD basis", "homo_energy_ev": -8.973, "e_tot_ev": -6356.1715, "smiles": "C/C=C/C.O", "largest_force_ev_per_a": 1.7, "de_lowest_ev": 1.631, "gap_ha": 0.3666, "lumo_ev": 1.00, "symbols": ["H", "H", "H", "H", "C", "O", "C", "H", "H", "C", "H", "H", "H", "C", "H"], "coordinates": [[2.72248, -0.57930, -1.17983], [1.51332, -1.84066, -0.69523], [-1.76684, 1.26322, -1.82338], [-2.29743, 0.92901, -0.22362], [1.99239, -0.89722, -0.42160], [-0.98037, -0.50585, 2.13142], [0.87164, 0.08883, -0.17599], [-0.68862, -1.13203, -0.76301], [-0.59473, 0.13575, 1.47739], [-1.37144, 1.01648, -0.82109], [1.07722, 0.88154, 0.56332], [2.51651, -1.14867, 0.50352], [-1.67045, -0.11331, 2.69390], [-0.35894, -0.07873, -0.73591], [-0.96473, 1.98093, -0.52989]], "nbo_charge": [0.23, 0.21, 0.23, 0.22, -0.65, -0.97, -0.18, 0.22, 0.49, -0.67, 0.19, 0.21, 0.47, -0.21, 0.21]}

***

{"formula": "C4H10O", "method": "the ωB97M-V functional and the def2-TZVPD basis", "homo_energy_ev": -7.569, "e_tot_ev": -6352.7303, "largest_force_ev_per_a": 4.1, "de_lowest_ev": 5.073, "gap_ha": 0.2735, "lumo_ev": -0.13, "symbols": ["C", "C", "H", "H", "H", "O", "H", "H", "H", "H", "C", "H", "H", "H", "C"], "coordinates": [[-0.36626, 0.53158, -0.13442], [0.32393, 0.03504, 2.25356], [-1.72026, -0.44470, -1.48555], [-1.21809, 0.66446, 1.87611], [-2.21429, 1.21448, -1.06666], [1.47702, -0.88264, -1.45950], [-0.69100, -1.25583, 0.90400], [0.51741, -0.80778, 2.90173], [0.84940, 0.97897, 2.32587], [1.89851, -0.15043, -1.91584], [-0.26279, -0.25387, 0.97717], [0.29855, 1.40209, -0.18061], [0.87432, -0.48059, -0.75404], [-0.84804, 0.91773, -2.16014], [-1.35254, 0.56322, -1.26294]], "nbo_charge": [-0.40, -0.48, 0.21, 0.34, 0.20, -0.98, 0.22, 0.23, 0.22, 0.46, -0.27, 0.19, 0.47, 0.22, -0.62]}